(1)
ORCA calculation (wB97M-V/def2-TZVPD) on a structure of composition C39H38OP2SSiW.

XYZ file:
```
83
Properties=species:S:1:pos:R:3:forces:R:3
W 0.19642 -0.03161 0.10691 -6.416 2.145 -1.343
O 3.92272 -0.19511 0.54201 -1.591 0.595 -0.428
S 2.49982 -0.03161 0.08171 3.958 -0.344 -0.005
C 2.50022 -0.40581 -1.71379 0.972 -0.241 -1.121
C 3.76592 -0.79951 -2.21999 -0.266 0.161 0.588
C 4.07422 -0.75731 -3.57679 -0.146 -0.002 0.230
C 3.13242 -0.28121 -4.46689 -0.294 0.119 0.095
C 1.86712 0.08419 -4.00379 0.047 -0.214 0.354
C 1.48662 -0.01061 -2.63819 0.580 0.309 -1.183
P -0.30798 0.23989 -2.24979 1.167 0.609 -1.055
C -0.56808 1.97929 -1.85929 0.025 1.198 -0.435
C -1.79218 2.31989 -1.24689 -0.739 0.636 -0.315
C -2.10668 3.64289 -0.93259 -0.017 -0.576 -0.177
C -1.19428 4.65209 -1.21539 0.359 0.024 -0.099
C 0.02832 4.33419 -1.80549 -0.068 -0.152 0.085
C 0.34152 3.00669 -2.12339 0.048 0.246 -0.067
C -1.15678 -0.02811 -3.84619 -0.532 -0.875 -0.369
C -1.09708 -1.30961 -4.42829 0.023 -0.065 -0.120
C -1.66578 -1.56611 -5.67899 0.219 0.116 0.428
C -2.32778 -0.55171 -6.36249 -0.010 0.153 0.097
C -2.42588 0.71419 -5.79239 0.220 -0.164 0.242
C -1.84668 0.97339 -4.54519 0.043 0.255 0.146
C 1.61882 -1.42821 0.86161 2.387 -2.929 1.542
C 2.14882 -2.70441 0.55801 0.944 1.153 0.452
C 1.77252 -3.84301 1.26271 0.975 0.234 1.568
C 0.86952 -3.72911 2.30371 0.744 -0.251 0.291
C 0.32092 -2.48311 2.62451 4.874 -0.394 0.815
C 0.65562 -1.29261 1.93231 1.803 0.453 1.466
P -0.33318 0.23989 2.43251 1.789 0.444 0.844
C 0.88332 1.57389 2.54191 0.316 0.567 0.077
C 0.53272 2.82499 2.00361 0.003 0.215 -0.095
C 1.42452 3.89899 2.03421 -0.233 -0.258 0.020
C 2.67912 3.74249 2.60931 0.027 -0.129 0.014
C 3.04272 2.51219 3.15631 -0.327 -0.305 -0.103
C 2.14902 1.43649 3.12401 0.531 0.084 0.144
C -0.98288 0.03639 4.11591 -1.333 -0.640 0.299
C -0.50738 0.74229 5.23051 0.399 0.420 0.131
C -1.11248 0.61939 6.48691 0.013 -0.142 -0.533
C -2.21418 -0.21371 6.65421 0.093 0.042 0.001
C -2.71848 -0.91071 5.56351 0.256 0.082 -0.333
C -2.12018 -0.77331 4.30641 -0.455 0.036 0.728
H 4.56442 -1.08591 -1.53529 -0.345 0.171 0.064
H 5.06472 -1.04211 -3.92079 -0.172 -0.031 0.132
H 3.36932 -0.19541 -5.52429 -0.081 0.054 0.184
H 1.17072 0.44909 -4.75709 -0.119 -0.173 0.365
H -2.52578 1.54749 -1.01609 0.146 0.117 -0.149
H -3.06118 3.87789 -0.46859 0.156 -0.078 -0.097
H -1.43428 5.68429 -0.97429 0.064 -0.154 -0.054
H 0.74332 5.12359 -2.02309 -0.100 -0.175 0.013
H 1.30182 2.79999 -2.58829 -0.116 -0.096 0.051
H -0.57518 -2.12051 -3.92199 -0.073 0.123 -0.026
H -1.58248 -2.55621 -6.11939 -0.012 0.157 0.136
H -2.76668 -0.74651 -7.33739 0.060 0.031 0.172
H -2.94708 1.50889 -6.32049 0.121 -0.117 0.160
H -1.93528 1.98109 -4.14809 0.063 -0.146 0.084
H 2.92232 -2.81181 -0.19979 -0.282 0.240 -0.059
H 2.21712 -4.80521 1.02361 -0.045 0.167 0.017
H 0.59002 -4.60691 2.88161 0.042 0.214 -0.049
H -0.37638 -2.47871 3.45561 2.510 0.611 2.371
H -0.44138 2.97399 1.54421 0.088 -0.051 0.067
H 1.13412 4.85289 1.60001 0.021 -0.186 0.107
H 3.37872 4.57389 2.62751 -0.107 -0.141 0.005
H 4.02722 2.38319 3.59571 -0.167 -0.022 -0.039
H 2.46522 0.48469 3.54811 -0.097 0.108 -0.081
H 0.32952 1.43089 5.15021 -0.071 -0.157 -0.144
H -0.72788 1.18949 7.32821 0.005 -0.095 -0.205
H -2.68518 -0.30451 7.62921 0.074 0.008 -0.158
H -3.58838 -1.55211 5.68261 0.155 0.128 -0.090
H -2.56128 -1.30731 3.46661 -0.139 0.623 1.772
C -2.71718 -1.67551 -0.96559 -0.622 -0.215 -0.124
Si -1.26298 -2.06971 0.10691 -0.247 0.441 -0.841
C -0.24048 -3.44941 -0.57979 -0.332 -0.789 -0.465
C -1.75098 -2.36851 1.86561 -3.563 -0.655 -2.168
H -3.40948 -2.52131 -1.01929 -0.081 0.077 -0.026
H -2.40168 -1.43701 -1.98599 -0.141 -0.157 0.161
H -3.27118 -0.81481 -0.57839 -0.026 -0.049 -0.022
H -0.80948 -4.38361 -0.61429 -0.125 0.000 -0.129
H 0.64972 -3.62321 0.03251 -1.915 -0.094 -1.604
H 0.09362 -3.22421 -1.59719 -0.023 0.012 -0.043
H -2.39508 -3.24891 1.95291 -0.129 -0.069 0.139
H -2.29768 -1.51311 2.27411 0.304 -0.614 -1.555
H -0.87208 -2.53411 2.49621 -5.599 -0.492 -2.072
H -0.82008 1.38799 0.10691 0.530 -1.136 1.329
```
Positions in Å, forces in eV/Å.

Summary:
lowest unoccupied orbital energy (alpha / beta) = -7.4879 / -7.0365 eV
2S+1 = 3
net charge = +2
gap between HOMO and LUMO (alpha / beta) = 0.199 / 0.231 hartree
calculated total energy = -82196.74342 eV



(2)
ORCA calculation (wB97M-V/def2-TZVPD) on a structure of composition C7H7OPS.

XYZ file:
```
17
Properties=species:S:1:pos:R:3:forces:R:3
C -2.24100 1.04675 -0.52947 -4.418 1.402 -1.602
C -1.23846 1.65208 0.14589 -0.452 1.906 0.792
C -2.14367 -0.26105 -0.88116 -2.090 -0.373 -1.469
C -0.16304 0.97692 0.69284 0.592 1.055 -0.036
C -1.03546 -0.89968 -0.53811 2.505 -4.058 0.828
C -0.08204 -0.37933 0.34059 1.045 0.876 -0.038
C 0.96561 -1.25799 0.85749 1.852 -2.508 -0.043
O 5.06643 0.46681 -0.88377 1.645 0.024 -1.248
P 3.95360 0.41435 0.02986 -2.304 -0.781 1.222
S 2.91448 -1.44366 -0.31246 -1.817 1.085 1.278
H -3.29279 1.59744 -0.84052 3.108 -1.062 0.902
H -1.45135 2.70600 0.27837 0.709 0.149 0.496
H -2.91364 -0.80371 -1.44253 0.243 0.476 0.185
H 0.55966 1.64599 1.28629 -0.859 -1.804 -0.793
H -0.89613 -1.99774 -0.83349 -0.209 1.670 0.407
H 1.27491 -1.08768 1.91691 0.012 0.058 -1.131
H 0.72288 -2.37551 0.71328 0.438 1.884 0.250
```
Positions in Å, forces in eV/Å.

Summary:
lowest unoccupied orbital energy = -0.6289 eV
gap between HOMO and LUMO = 0.318 hartree
calculated total energy = -29542.65828 eV



(3)
ORCA calculation (wB97M-V/def2-TZVPD) on the molecule C5H8O.

XYZ file:
```
14
Properties=species:S:1:pos:R:3:forces:R:3
C 0.66884 0.63779 -1.75934 -0.992 0.647 -0.634
C 0.06518 0.77233 -0.33902 1.694 -0.127 0.400
C -1.38253 0.37052 0.03044 -1.746 1.249 -2.098
C -0.96235 -0.36215 1.26417 0.880 -0.055 2.307
C 0.44255 -0.38193 0.63414 0.611 -0.178 -0.984
O 1.31688 -1.21210 0.53184 -0.909 0.790 0.593
H 0.10768 -0.24330 -2.17253 0.826 0.864 -0.293
H 1.76765 0.48262 -1.84975 -0.814 -0.248 0.718
H 0.51341 1.58520 -2.38432 -0.286 -1.405 0.760
H 0.31526 1.72425 0.13633 0.017 0.047 -0.026
H -2.10156 1.20670 0.22432 0.628 -0.653 -0.383
H -1.78489 -0.25069 -0.81129 0.140 0.237 0.950
H -1.02777 0.36839 2.19390 0.144 -1.869 -1.684
H -1.31492 -1.39570 1.42632 -0.193 0.702 0.375
```
Positions in Å, forces in eV/Å.

Summary:
lowest unoccupied orbital energy = 0.9070 eV
gap between HOMO and LUMO = 0.377 hartree
ΔE to the lowest compared entry with this formula, charge and spin = 132.9 kJ/mol
calculated total energy = -7360.87740 eV